ORCA calculation (ωB97M-V/def2-TZVPD) on C30H62BBrClI2N2O10P as an isolated structure in a non-equilibrium geometry.

## Properties
- Lowest unoccupied orbital energy: -0.04 eV
- HOMO-LUMO gap: 7.57 eV
- Maximum force: 2.2 eV/Å
- E_HOMO: -0.2798 Ha
- 2S+1: 1

Atoms and positions in Å:
I -1.937 -0.030 0.115
I -3.670 -3.052 -1.343
Br 0.574 1.672 -4.932
Cl 1.618 -0.801 0.181
P -2.551 1.915 -2.422
O -3.704 2.133 -1.301
O 3.970 1.651 -1.984
O -3.675 -1.159 5.783
O -0.289 0.739 -2.407
O 4.165 -0.400 -0.897
O -5.642 -4.759 4.253
O 0.325 -2.572 -6.130
O 5.611 3.147 0.330
O -1.928 0.930 3.684
O -3.341 1.668 -3.836
N -1.651 3.165 -2.480
N 1.148 1.722 -0.476
C -3.652 -1.178 -2.437
C 1.025 -1.440 -2.547
C -3.470 2.262 4.902
C 7.335 4.760 0.571
C 1.177 1.953 0.958
C -5.102 -3.842 2.128
C 2.532 2.241 1.657
C -2.196 -0.833 -2.799
C 4.429 -0.916 2.716
C 7.478 2.818 -1.109
C 1.014 0.089 -2.427
C -2.747 -3.258 5.176
C -0.170 -2.002 -4.913
C 6.700 3.536 -0.034
C 3.010 1.152 2.645
C -2.227 -2.102 7.414
C -3.086 1.163 3.943
C 4.415 0.583 2.388
C -1.516 0.319 -2.043
C 1.317 2.966 -1.210
C -2.955 -2.081 6.094
C 1.778 0.872 -3.569
C 2.973 -0.139 -5.687
C 0.899 -2.241 -3.866
C -6.045 -4.365 3.183
C -7.516 -4.373 2.842
C 2.983 0.139 -4.187
C 1.741 0.545 -1.069
C -4.212 0.377 3.319
C -4.465 -1.436 -3.723
B 3.351 0.602 -1.297
H -4.081 -3.891 2.500
H 8.286 4.496 1.035
H -4.792 -0.115 4.095
H 0.767 -3.270 -3.549
H -1.694 3.576 -3.404
H 0.646 1.230 1.558
H -4.858 1.041 2.739
H 0.274 -1.811 -1.868
H -3.841 -1.770 -4.538
H -1.691 -3.345 4.917
H 3.137 0.789 -6.214
H 3.229 -0.763 -3.646
H 6.912 1.959 -1.462
H 5.082 -0.074 -0.931
H -2.570 2.748 5.272
H 5.303 -1.420 2.327
H 3.318 2.497 0.956
H 0.779 3.767 -0.727
H 5.106 1.033 3.091
H -2.533 -2.973 7.995
H 3.531 -1.378 2.331
H -4.962 -0.510 -3.985
H 3.795 -0.804 -5.931
H -5.179 -4.445 1.222
H 4.365 -1.018 3.793
H -1.150 -2.144 7.244
H 7.660 3.489 -1.950
H -7.693 -4.999 1.966
H -2.189 -0.566 -3.846
H -2.463 -1.200 7.973
H 1.840 -2.281 -4.391
H 4.781 0.774 1.390
H 0.834 2.894 -2.172
H -0.479 -0.974 -5.063
H 1.980 -1.758 -2.155
H -3.077 -4.177 5.663
H 2.347 3.309 -1.306
H -4.572 1.791 -1.567
H -5.343 -2.805 1.889
H -4.020 1.839 5.744
H 3.033 1.596 3.633
H 2.054 -0.581 -6.035
H -4.169 -0.409 -1.888
H -7.856 -3.358 2.632
H 6.674 5.176 1.326
H -8.080 -4.770 3.683
H -3.326 -3.115 4.267
H 7.510 5.509 -0.203
H 2.412 3.133 2.261
H -3.798 -0.379 2.654
H 4.364 2.280 -1.354
H -5.250 -2.156 -3.546
H -1.062 -2.567 -4.651
H 3.850 0.770 -4.043
H -4.091 3.002 4.395
H 0.578 2.839 1.119
H -4.274 1.917 -3.740
H 8.434 2.476 -0.711
H 2.176 1.779 -3.170
H -0.420 -2.641 -6.744
H -1.643 -1.753 -2.744
H 2.270 0.368 2.705

***

ORCA calculation (ωB97M-V/def2-TZVPD) on C30H62BF3O17P2 as an isolated structure in a non-equilibrium geometry.

## Properties
- Energy above the lowest of the compared OMol25 structures with the same formula, charge and spin: 75.55 kJ/mol
- Lowest unoccupied orbital energy: 0.06 eV
- HOMO-LUMO gap: 9.12 eV
- Maximum force: 1.8 eV/Å
- E_HOMO: -0.3328 Ha
- 2S+1: 1

Atoms and positions in Å:
P 0.426 2.050 1.967
P 3.055 2.017 3.071
F 4.161 5.529 6.065
F 3.799 3.773 7.301
F 3.274 5.757 8.028
O -1.438 0.416 4.344
O -2.570 -9.471 -1.452
O 1.159 1.082 5.745
O 1.455 6.153 6.115
O -0.666 0.164 -0.854
O -5.177 -9.642 -3.033
O 3.553 2.302 -4.541
O 4.911 5.021 -4.842
O -0.170 2.592 6.777
O -4.050 4.234 2.655
O -1.221 1.180 -3.694
O -2.550 4.633 4.309
O 6.172 2.517 -2.966
O 3.379 0.828 2.260
O -3.930 -6.841 -3.069
O 0.520 3.358 1.284
O -2.119 -1.830 -2.652
C 1.270 2.052 3.597
C -2.063 -0.042 -1.005
C -4.823 4.225 4.928
C -2.550 -9.963 -0.131
C 0.168 0.126 -2.005
C -3.719 -6.149 -4.280
C 6.230 2.176 -1.598
C -5.286 -7.176 -2.825
C 3.298 4.963 6.946
C -1.862 2.418 -3.906
C -2.915 -10.444 -2.424
C 2.072 4.079 4.989
C -3.853 -9.894 -3.476
C -0.008 1.279 -2.965
C -0.265 4.087 4.255
C 5.760 1.455 -3.808
C 0.542 2.292 5.837
C 1.143 0.699 4.337
C 1.913 4.834 6.308
C -1.650 3.503 4.183
C 0.899 3.160 4.623
C -5.422 -8.537 -2.178
C 5.115 5.533 -6.140
C -3.803 4.355 3.839
C 3.361 3.481 -3.774
C -0.097 -1.726 3.997
C -1.602 -3.139 -2.762
C 4.867 1.937 -4.931
C -2.474 -1.462 -1.332
C 3.550 4.779 -4.527
B -0.204 -0.171 4.218
H 0.823 1.263 -3.682
H 1.184 0.200 -1.608
H -1.874 2.823 4.991
H 1.979 0.031 4.199
H -3.446 -10.554 0.091
H 6.283 3.104 -1.032
H -2.653 -6.189 -4.499
H 2.937 4.761 -5.434
H 4.726 1.090 -5.607
H -3.566 -1.530 -1.240
H 7.120 1.576 -1.378
H 2.140 4.833 4.215
H -1.362 2.991 -4.696
H -1.659 -10.575 0.050
H 1.130 1.081 1.234
H -4.023 -5.101 -4.188
H -5.707 -6.426 -2.142
H -0.336 -1.961 2.966
H -6.470 -8.645 -1.888
H -4.256 -6.619 -5.111
H -1.878 3.026 3.240
H -0.880 1.542 2.082
H 5.348 2.729 -5.506
H -2.404 -3.882 -2.685
H 2.312 3.442 -3.468
H -0.326 4.918 4.938
H 0.604 6.217 6.542
H -2.485 0.189 -0.022
H -3.377 -11.318 -1.953
H 3.953 3.461 -2.858
H -2.884 2.209 -4.218
H 3.316 3.251 2.451
H 6.656 1.000 -4.251
H 3.200 5.599 -3.886
H 3.788 1.989 4.273
H -1.898 3.014 -2.988
H -3.424 -9.022 -3.972
H -2.527 -9.106 0.540
H 0.097 -0.835 -2.516
H -1.992 -10.767 -2.923
H 3.026 3.575 5.003
H -4.829 -8.601 -1.264
H 5.229 0.687 -3.234
H 0.035 2.219 -2.402
H -1.941 -0.078 4.993
H -0.020 4.516 3.293
H 6.177 5.443 -6.366
H -4.848 5.144 5.495
H 1.306 4.311 7.037
H 0.870 -2.118 4.270
H 5.333 1.632 -1.282
H -0.839 -2.219 4.618
H -1.133 -3.228 -3.741
H -2.496 0.669 -1.708
H -3.961 -10.670 -4.237
H -2.022 -2.144 -0.603
H -5.864 -7.162 -3.755
H -5.789 4.011 4.507
H 4.551 4.965 -6.888
H -0.844 -3.337 -1.996
H -4.509 3.428 5.588
H 4.831 6.590 -6.197

***

ORCA calculation (ωB97M-V/def2-TZVPD) on a 9-piece molecular cluster, C30H63NO26S5 overall in a non-equilibrium geometry.

## Properties
- Energy above the lowest of the compared OMol25 structures with the same formula, charge and spin: 74.88 kJ/mol
- Lowest unoccupied orbital energy: -0.32 eV
- HOMO-LUMO gap: 9.55 eV
- Maximum force: 3.9 eV/Å
- E_HOMO: -0.3626 Ha
- 2S+1: 1
- Structure (SMILES): O=[N+]([O-])c1ccccc1.CCOS(C)(=O)=O.CCOS(C)(=O)=O.CCOS(C)(=O)=O.CCOS(C)(=O)=O.CCOS(C)(=O)=O.COC(=O)OC.COC(=O)OC.COC(=O)OC

Atoms and positions in Å:
S -2.170 -3.389 1.016
S -3.347 5.590 1.596
S 6.732 -1.068 -5.375
S -0.546 1.345 0.020
S 2.880 -2.269 2.657
O 3.894 3.334 0.687
O 0.221 0.169 -0.820
O 1.850 -2.515 -2.921
O -2.904 -2.257 0.532
O 6.019 -1.484 -6.574
O 6.318 0.437 -4.920
O -7.535 -1.384 -4.487
O 2.992 -3.339 3.875
O 2.123 -2.960 -5.068
O 0.594 -4.090 -4.067
O -1.728 1.673 -0.745
O -0.586 1.738 5.443
O 3.186 2.658 2.747
O 0.335 2.441 0.347
O 4.200 -1.934 2.117
O 6.856 -1.835 -4.096
O -1.777 3.497 5.712
O 1.923 -1.228 2.968
O -0.942 -3.755 0.331
O -6.521 -2.430 -6.076
O -1.892 -3.284 2.653
O -4.089 6.158 2.717
O -2.759 6.454 0.589
O -4.262 4.483 0.782
O 2.360 4.463 1.928
O -2.932 1.652 5.300
N -6.531 -1.748 -5.057
C 1.623 0.057 -0.654
C -3.198 -4.892 1.031
C 3.176 -2.065 -5.210
C -5.306 4.970 -1.360
C -5.264 -1.520 -4.341
C 8.463 -0.718 -5.889
C -1.044 0.430 1.568
C 1.519 -3.175 -3.912
C -3.098 -1.470 3.812
C -2.185 4.409 2.215
C -1.852 2.231 5.479
C -5.436 4.920 0.138
C 2.279 0.591 -1.901
C -5.222 -0.639 -3.262
C -2.954 4.287 5.784
C 5.064 0.969 -5.306
C -2.969 -2.961 3.520
C -2.875 -1.784 -4.177
C 3.677 1.342 2.631
C 1.791 -3.518 4.657
C 2.125 -3.407 1.446
C -4.091 -2.125 -4.743
C -0.169 -4.423 -2.917
C 3.198 3.430 1.672
C 2.032 -4.751 5.527
C -4.017 -0.293 -2.723
C -2.822 -0.872 -3.167
C 4.756 2.182 -4.429
C 1.840 5.340 0.955
C -0.384 0.328 5.371
H -1.616 4.855 3.030
H 5.410 3.023 -4.651
H -1.826 -0.607 -2.839
H -1.910 -2.196 -4.443
H -2.967 -5.353 0.076
H -5.813 5.888 0.483
H 1.916 -5.620 4.878
H -2.121 -1.038 4.012
H 3.749 0.923 1.631
H 2.110 1.644 -2.132
H 1.380 -4.857 6.392
H 3.043 -4.749 5.935
H -5.182 3.997 -1.838
H 4.219 0.296 -5.163
H 1.046 5.899 1.446
H -3.590 3.844 6.553
H 0.459 0.199 6.050
H -2.748 3.589 2.661
H 1.465 4.707 0.152
H 0.834 -3.740 4.181
H -1.241 -4.331 -3.103
H -3.931 0.514 -2.007
H 1.915 -0.992 -0.587
H 4.792 1.934 -3.369
H 8.932 0.132 -5.402
H -2.934 -5.423 1.944
H 1.201 -3.841 1.824
H 1.988 0.535 0.256
H 1.823 -2.801 0.592
H -0.501 -0.512 1.523
H 2.907 0.873 3.244
H -2.729 5.318 6.037
H -6.274 4.283 0.436
H 3.330 0.301 -1.950
H 2.856 -4.146 1.129
H -6.097 -0.097 -2.934
H 8.939 -1.687 -5.761
H 2.716 -1.074 -5.314
H -4.369 5.509 -1.514
H -2.128 0.382 1.553
H 2.643 6.032 0.693
H 0.022 -5.474 -2.702
H 4.627 1.205 3.149
H 5.127 1.217 -6.367
H 1.651 -2.625 5.266
H 3.718 2.438 -4.645
H -2.606 -3.377 4.463
H -3.678 -1.228 4.701
H 8.395 -0.490 -6.952
H -3.553 4.183 4.879
H -0.682 0.972 2.441
H -3.477 -0.955 2.929
H -0.084 0.031 4.365
H -4.163 -2.853 -5.540
H -1.523 4.041 1.435
H -6.180 5.424 -1.824
H 3.900 -2.187 -6.008
H 3.674 -1.879 -4.254
H -3.909 -3.465 3.294
H -1.198 -0.322 5.682
H -0.019 -3.819 -2.023
H -4.233 -4.600 1.200
H 1.882 0.150 -2.820

***

ORCA calculation (ωB97M-V/def2-TZVPD) on a 9-piece molecular cluster, C30H64BF4N2O18P2S3 overall in a non-equilibrium geometry.

## Properties
- Lowest unoccupied orbital energy (spin up / spin down): -1.39 / -3.21 eV
- ⟨S²⟩: 0.887
- HOMO-LUMO gap (spin up / spin down): 8.07 / 5.27 eV
- Maximum force: 6.7 eV/Å
- E_HOMO (spin up / spin down): -0.3474 / -0.3116 Ha
- 2S+1: 2

Atoms and positions in Å:
S -5.210 -1.284 1.190
S -1.106 -3.028 5.137
S 0.928 4.115 5.203
P -1.587 3.536 -3.038
P -1.763 -4.602 -3.226
F 0.661 0.440 -0.583
F 0.380 -0.476 1.572
F 1.436 -1.535 -0.075
F 2.407 0.226 0.809
O -1.450 -3.135 -3.787
O -3.280 -4.476 -2.678
O -2.224 -3.753 4.578
O -2.375 4.139 -1.726
O -5.715 -0.715 2.432
O -1.599 -5.589 -4.266
O -0.867 -4.796 -1.921
O 2.034 4.536 6.057
O 6.804 0.068 0.386
O -2.763 2.660 -3.909
O 4.469 1.323 -0.615
O -0.137 5.110 4.897
O -6.060 -2.131 0.378
O -1.449 4.955 -3.867
O 6.816 4.941 -2.004
O -1.268 -1.640 5.650
O -0.278 2.869 -2.838
O 9.339 3.589 -0.871
N 2.184 2.483 -1.468
N 4.611 -1.212 0.758
C -0.184 -4.065 6.390
C 0.461 1.455 4.577
C 5.664 3.172 -1.320
C -0.767 6.064 -3.266
C -4.735 -3.479 -4.357
C 1.585 -3.099 4.752
C -4.383 0.156 0.264
C -1.604 2.885 0.222
C -0.189 -2.987 -4.442
C 0.731 5.814 -3.478
C -3.554 -2.172 1.443
C -2.825 3.346 -0.627
C 6.842 3.804 -1.341
C 5.599 1.793 -0.813
C -2.961 -0.488 -0.124
C 8.145 1.904 -0.246
C 0.244 2.463 5.737
C 1.729 1.838 3.793
C -2.668 1.222 -3.836
C -0.190 -4.253 0.237
C 0.278 -3.040 3.920
C 1.631 3.352 3.633
C 1.325 -4.134 5.927
C 8.139 3.136 -0.766
C -0.171 -1.479 -4.696
C 6.891 1.156 -0.184
C -4.486 -4.736 -3.460
C -3.448 0.481 -4.863
C -2.498 -1.211 1.148
C -0.323 -3.731 -1.174
B 1.208 -0.298 0.475
H -4.645 -2.579 -3.749
H -1.941 2.271 1.057
H 9.001 1.328 0.073
H -2.166 0.198 -0.416
H -4.079 -3.420 -5.226
H -1.173 -4.491 0.644
H 4.814 3.695 -1.732
H 5.366 -0.568 0.567
H 0.836 2.226 6.621
H 1.952 3.212 -0.809
H -0.889 2.325 -0.381
H -3.021 0.736 -5.833
H -5.152 0.540 -0.406
H -2.342 -0.581 2.024
H -0.336 -0.857 -3.816
H -4.521 0.661 -4.784
H -3.106 1.030 -2.856
H -3.434 -2.930 0.669
H -0.926 6.001 -2.189
H 2.042 -3.993 6.736
H -1.611 0.983 -3.725
H -3.296 2.506 -1.139
H 0.572 0.436 4.947
H 1.301 2.001 -1.558
H 0.742 -1.217 -5.230
H 1.334 6.692 -3.709
H -0.733 -5.006 6.345
H 2.880 1.865 -1.077
H -3.509 3.956 -0.037
H -0.861 -2.799 -1.349
H -0.762 2.531 6.150
H 1.008 5.084 -4.239
H 2.574 2.708 -2.372
H -1.547 -1.717 0.982
H 0.076 -3.915 3.302
H -1.089 3.743 0.654
H 3.737 -0.716 0.653
H 0.802 3.640 2.987
H 4.741 -1.985 0.120
H 0.271 -3.512 0.889
H 1.901 -2.151 5.188
H -3.178 -0.572 -4.788
H -0.058 -3.533 -5.376
H -3.501 -2.765 2.356
H -1.070 7.051 -3.615
H -5.729 -3.657 -4.767
H 0.705 -3.572 -1.499
H -0.868 -1.169 -5.474
H 2.516 3.921 3.351
H 2.644 1.653 4.355
H 2.394 -3.391 4.082
H -0.369 -3.621 7.368
H 0.689 -3.200 -3.832
H 1.808 1.321 2.837
H -4.172 0.961 0.968
H -5.304 -4.729 -2.741
H -3.001 -1.254 -0.899
H 0.264 -2.176 3.256
H 1.198 5.326 -2.623
H -0.410 1.323 3.936
H -4.489 -5.585 -4.145
H 4.764 -1.480 1.719
H 0.475 -5.115 0.301
H 1.455 -5.151 5.556